(1)
The following is a quantum chemistry calculation of C32H40N5OP2Sr as an isolated structure at a distorted geometry, from the Open Molecules 2025 dataset.

```
81
C32H40N5OP2Sr (the ωB97M-V functional and the def2-TZVPD basis)
Sr -1.504 0.673 1.294
C 2.655 -4.883 2.071
C 2.961 -3.594 2.347
C 2.351 -2.497 1.552
C 0.833 -2.709 1.287
C 0.442 -3.282 -0.041
C 1.213 -3.894 -0.920
C 2.514 -4.585 -0.637
C 2.481 -5.435 0.714
C -4.166 -0.141 1.809
H 2.568 -5.606 2.881
H 3.770 -3.311 3.027
H 2.879 -2.335 0.610
H 2.477 -1.571 2.149
H 0.362 -3.255 2.126
H 0.427 -1.677 1.363
H -0.611 -3.114 -0.266
H 0.945 -3.928 -1.974
H 3.395 -3.927 -0.711
H 2.634 -5.341 -1.440
H 1.527 -5.993 0.747
H 3.243 -6.224 0.558
H -3.925 -0.103 2.920
H -4.625 -1.183 1.680
H -4.886 0.691 1.670
P -1.801 1.281 -1.436
P 1.302 2.681 0.073
N -1.772 0.107 -2.728
N -3.144 2.308 -2.130
N 2.582 2.235 -1.219
N 2.052 4.191 0.561
C -0.430 2.272 -2.068
C 0.091 3.392 -1.140
C -2.678 -0.961 -2.668
C -2.692 -1.606 -3.895
C -1.749 -0.935 -4.753
C -1.222 0.122 -4.015
C -4.310 2.585 -1.412
C -4.964 3.658 -2.007
C -4.175 4.067 -3.125
C -3.102 3.193 -3.204
C 3.289 1.021 -1.213
C 3.911 0.827 -2.441
C 3.542 1.934 -3.271
C 2.793 2.799 -2.486
C 3.178 4.853 0.045
C 3.245 6.134 0.588
C 2.119 6.282 1.470
C 1.410 5.088 1.438
H -0.675 2.675 -3.062
H 0.375 1.562 -2.251
H 0.548 4.211 -1.732
H -0.735 3.861 -0.567
H -3.219 -1.146 -1.752
H -3.328 -2.457 -4.132
H -1.488 -1.207 -5.777
H -0.487 0.847 -4.316
H -4.567 1.972 -0.555
H -5.884 4.120 -1.655
H -4.343 4.929 -3.763
H -2.320 3.145 -3.951
H 3.326 0.420 -0.321
H 4.554 -0.005 -2.712
H 3.771 2.084 -4.325
H 2.425 3.790 -2.721
H 3.822 4.350 -0.661
H 4.004 6.883 0.384
H 1.882 7.168 2.043
H 0.510 4.782 1.941
O -1.705 -0.706 3.164
N -1.790 -1.617 4.146
C -0.980 -1.475 5.219
C -0.287 -2.575 5.619
C -0.556 -3.807 4.983
C -1.762 -3.938 4.284
C -2.459 -2.779 3.952
H -0.902 -0.490 5.633
H 0.437 -2.517 6.405
H 0.065 -4.689 5.102
H -2.169 -4.920 4.028
H -3.500 -2.778 3.575
```

Computed properties:
* highest occupied orbital energy (spin up / spin down): -4.6371 / -6.4371 eV
* LUMO (spin up / spin down): -1.10 / -1.12 eV
* multiplicity: 2
* E_tot: -62734.8059 eV
* HOMO-LUMO gap (spin up / spin down): 3.54 / 5.32 eV
* ΔE to the lowest compared entry with this formula, charge and spin: 2.417 eV
* <S²>: 0.77

Okay, here come the Löwdin numbers, in e, for every atom: atom 1 (Sr): 1.147, atom 2 (C): -0.126, atom 3 (C): -0.111, atom 4 (C): -0.206, atom 5 (C): -0.176, atom 6 (C): -0.115, atom 7 (C): -0.132, atom 8 (C): -0.180, atom 9 (C): -0.188, atom 10 (C): -0.306, atom 11 (H): 0.103, atom 12 (H): 0.104, atom 13 (H): 0.093, atom 14 (H): 0.110, atom 15 (H): 0.118, atom 16 (H): 0.065, atom 17 (H): 0.101, atom 18 (H): 0.099, atom 19 (H): 0.106, atom 20 (H): 0.107, atom 21 (H): 0.115, atom 22 (H): 0.114, atom 23 (H): -0.075, atom 24 (H): -0.059, atom 25 (H): -0.112, atom 26 (P): 0.981, atom 27 (P): 1.086, atom 28 (N): -0.268, atom 29 (N): -0.220, atom 30 (N): -0.241, atom 31 (N): -0.291, atom 32 (C): -0.434, atom 33 (C): -0.389, atom 34 (C): -0.138, atom 35 (C): -0.081, atom 36 (C): -0.072, atom 37 (C): -0.133, atom 38 (C): -0.138, atom 39 (C): -0.091, atom 40 (C): -0.086, atom 41 (C): -0.151, atom 42 (C): -0.146, atom 43 (C): -0.084, atom 44 (C): -0.083, atom 45 (C): -0.179, atom 46 (C): -0.127, atom 47 (C): -0.080, atom 48 (C): -0.087, atom 49 (C): -0.154, atom 50 (H): 0.069, atom 51 (H): 0.062, atom 52 (H): 0.092, atom 53 (H): 0.084, atom 54 (H): 0.101, atom 55 (H): 0.100, atom 56 (H): 0.100, atom 57 (H): 0.096, atom 58 (H): 0.085, atom 59 (H): 0.098, atom 60 (H): 0.097, atom 61 (H): 0.098, atom 62 (H): 0.091, atom 63 (H): 0.098, atom 64 (H): 0.101, atom 65 (H): 0.105, atom 66 (H): 0.096, atom 67 (H): 0.097, atom 68 (H): 0.095, atom 69 (H): 0.094, atom 70 (O): -0.472, atom 71 (N): -0.275, atom 72 (C): -0.109, atom 73 (C): -0.109, atom 74 (C): -0.144, atom 75 (C): -0.116, atom 76 (C): -0.096, atom 77 (H): 0.101, atom 78 (H): 0.086, atom 79 (H): 0.080, atom 80 (H): 0.096, atom 81 (H): 0.113


(2)
The following is a quantum chemistry calculation of a 8-piece molecular cluster, C32H40N8 overall at a distorted geometry, from the Open Molecules 2025 dataset.

```
80
C32H40N8 (the ωB97M-V functional and the def2-TZVPD basis)
C 3.104 3.050 -3.941
C 2.189 3.022 -5.012
C 1.121 2.010 -4.698
N 1.386 1.692 -3.383
C 2.665 2.207 -2.972
H 4.128 3.413 -3.832
H 2.196 3.592 -5.890
H 0.280 1.640 -5.238
H 0.843 1.003 -2.845
H 3.128 1.936 -2.049
C 1.716 1.572 2.065
C 2.834 0.725 2.025
C 2.174 -0.655 2.407
N 0.833 -0.387 2.619
C 0.519 0.943 2.397
H 1.724 2.614 1.771
H 3.824 0.943 1.871
H 2.540 -1.684 2.554
H 0.082 -1.040 2.879
H -0.499 1.299 2.525
C 5.679 0.615 -2.118
C 6.965 1.292 -2.100
C 7.448 1.217 -0.824
N 6.542 0.518 -0.055
C 5.430 0.096 -0.708
H 5.005 0.364 -2.970
H 7.398 1.830 -2.892
H 8.345 1.634 -0.471
H 6.749 0.314 0.893
H 4.612 -0.412 -0.182
C -0.687 -0.558 -2.362
C 0.647 -1.037 -2.655
C 1.419 -0.743 -1.389
N 0.517 -0.134 -0.527
C -0.762 -0.070 -1.092
H -1.526 -0.605 -3.017
H 0.986 -1.423 -3.609
H 2.422 -0.892 -1.062
H 0.611 0.266 0.388
H -1.580 0.378 -0.552
C -4.854 -2.654 -0.352
C -4.240 -2.474 -1.638
C -4.271 -1.025 -1.914
N -4.945 -0.421 -0.868
C -5.267 -1.394 0.088
H -5.075 -3.646 0.058
H -3.891 -3.301 -2.284
H -3.951 -0.427 -2.790
H -5.241 0.605 -0.982
H -5.828 -1.176 0.982
C -2.562 4.763 1.572
C -1.970 3.543 1.867
C -2.855 2.450 1.221
N -3.798 3.221 0.573
C -3.627 4.593 0.783
H -2.337 5.740 1.961
H -1.120 3.415 2.480
H -2.877 1.371 1.217
H -4.578 2.783 -0.076
H -4.415 5.248 0.431
C -0.337 -4.860 1.699
C -1.549 -4.607 0.965
C -1.330 -3.546 0.128
N -0.041 -3.097 0.304
C 0.652 -3.889 1.223
H -0.231 -5.647 2.451
H -2.490 -5.063 1.207
H -1.990 -2.983 -0.439
H 0.334 -2.358 -0.232
H 1.729 -3.823 1.456
C -1.863 -0.710 4.427
C -2.619 -0.101 3.376
C -2.463 -0.996 2.149
N -1.735 -2.074 2.618
C -1.330 -1.891 3.984
H -1.708 -0.265 5.398
H -3.239 0.744 3.455
H -2.749 -1.071 1.082
H -1.549 -2.860 2.005
H -0.798 -2.664 4.463
```

Computed properties:
* highest occupied orbital energy: -7.3217 eV
* LUMO: 0.13 eV
* SMILES: c1cc[nH]c1.c1cc[nH]c1.c1cc[nH]c1.c1cc[nH]c1.c1cc[nH]c1.c1cc[nH]c1.c1cc[nH]c1.c1cc[nH]c1
* E_tot: -45746.7852 eV
* HOMO-LUMO gap: 7.45 eV
* ΔE to the lowest compared entry with this formula, charge and spin: 5.537 eV

Okay, here come the Löwdin numbers, in e, for every atom: atom 1 (C): -0.154, atom 2 (C): -0.089, atom 3 (C): -0.076, atom 4 (N): -0.002, atom 5 (C): -0.131, atom 6 (H): 0.098, atom 7 (H): 0.049, atom 8 (H): 0.080, atom 9 (H): 0.066, atom 10 (H): 0.079, atom 11 (C): -0.155, atom 12 (C): -0.036, atom 13 (C): -0.054, atom 14 (N): -0.002, atom 15 (C): -0.151, atom 16 (H): 0.099, atom 17 (H): 0.032, atom 18 (H): 0.085, atom 19 (H): 0.081, atom 20 (H): 0.079, atom 21 (C): -0.069, atom 22 (C): -0.112, atom 23 (C): -0.143, atom 24 (N): -0.034, atom 25 (C): -0.094, atom 26 (H): 0.084, atom 27 (H): 0.074, atom 28 (H): 0.092, atom 29 (H): 0.131, atom 30 (H): 0.079, atom 31 (C): -0.144, atom 32 (C): -0.058, atom 33 (C): -0.088, atom 34 (N): 0.026, atom 35 (C): -0.123, atom 36 (H): 0.075, atom 37 (H): 0.094, atom 38 (H): 0.082, atom 39 (H): 0.073, atom 40 (H): 0.089, atom 41 (C): -0.126, atom 42 (C): -0.101, atom 43 (C): -0.131, atom 44 (N): -0.018, atom 45 (C): -0.153, atom 46 (H): 0.102, atom 47 (H): 0.099, atom 48 (H): 0.105, atom 49 (H): 0.171, atom 50 (H): 0.102, atom 51 (C): -0.162, atom 52 (C): -0.052, atom 53 (C): -0.074, atom 54 (N): -0.044, atom 55 (C): -0.155, atom 56 (H): 0.101, atom 57 (H): 0.055, atom 58 (H): 0.047, atom 59 (H): 0.182, atom 60 (H): 0.108, atom 61 (C): -0.080, atom 62 (C): -0.130, atom 63 (C): -0.155, atom 64 (N): 0.040, atom 65 (C): -0.076, atom 66 (H): 0.089, atom 67 (H): 0.099, atom 68 (H): 0.065, atom 69 (H): 0.071, atom 70 (H): 0.103, atom 71 (C): -0.122, atom 72 (C): -0.072, atom 73 (C): -0.069, atom 74 (N): -0.003, atom 75 (C): -0.136, atom 76 (H): 0.100, atom 77 (H): 0.056, atom 78 (H): 0.085, atom 79 (H): 0.052, atom 80 (H): 0.099


(3)
The following is a quantum chemistry calculation of C32H41BCdF2NO3Si as an isolated structure, from the Open Molecules 2025 dataset.

```
82
C32H41BCdF2NO3Si (the ωB97M-V functional and the def2-TZVPD basis)
Cd 1.605 -0.742 -0.217
C 2.013 -1.332 -4.513
C 1.011 -1.764 -3.464
C 1.342 -2.806 -2.592
C 2.657 -3.545 -2.702
C 0.430 -3.193 -1.594
C 0.772 -4.388 -0.729
C -0.789 -2.518 -1.458
C -1.719 -2.905 -0.326
C -1.157 -1.527 -2.388
C -2.550 -0.938 -2.274
C -0.255 -1.157 -3.398
C -0.595 -0.120 -4.455
H 2.997 -1.196 -4.067
H 1.739 -0.390 -4.980
H 2.102 -2.083 -5.305
H 3.209 -3.273 -3.601
H 2.492 -4.628 -2.725
H 3.293 -3.326 -1.837
H 0.716 -5.307 -1.325
H 0.097 -4.499 0.116
H 1.793 -4.310 -0.341
H -2.138 -3.907 -0.479
H -2.542 -2.209 -0.217
H -1.181 -2.907 0.627
H -2.659 -0.366 -1.350
H -3.299 -1.733 -2.262
H -2.801 -0.272 -3.092
H -0.455 -0.535 -5.458
H 0.051 0.758 -4.364
H -1.616 0.237 -4.386
F 4.011 1.113 -0.573
B 3.413 0.051 -1.165
F 4.151 -0.414 -2.200
O 3.849 -3.150 0.472
C 3.187 -2.878 1.460
C 3.551 -3.316 2.873
C 2.600 -2.504 3.757
C 1.569 -1.962 2.773
O 0.528 -1.418 3.101
N 1.996 -2.179 1.474
H 4.610 -3.155 3.063
H 3.355 -4.388 2.941
H 3.100 -1.651 4.218
H 2.105 -3.069 4.544
C -1.066 2.642 -1.879
C -0.636 3.362 -0.588
C -1.497 4.618 -0.399
C 0.835 3.789 -0.725
Si -0.660 2.051 0.796
O 0.353 0.890 0.400
C -2.381 1.338 1.163
C -2.387 0.104 1.834
C -3.580 -0.502 2.219
C -4.800 0.107 1.938
C -4.820 1.322 1.259
C -3.623 1.927 0.881
C -0.196 2.844 2.447
C 0.778 2.192 3.220
C 1.173 2.690 4.459
C 0.607 3.863 4.950
C -0.375 4.517 4.208
C -0.776 4.004 2.978
H -0.910 3.289 -2.755
H -2.131 2.364 -1.849
H -0.484 1.724 -2.015
H -1.436 5.253 -1.298
H -1.155 5.218 0.453
H -2.554 4.382 -0.242
H 0.962 4.453 -1.594
H 1.482 2.918 -0.856
H 1.181 4.325 0.170
H -1.435 -0.382 2.062
H -3.558 -1.455 2.739
H -5.728 -0.361 2.246
H -5.767 1.798 1.026
H -3.666 2.876 0.354
H 1.218 1.271 2.839
H 1.921 2.165 5.042
H 0.921 4.261 5.908
H -0.827 5.425 4.592
H -1.568 4.517 2.434
```

Computed properties:
* highest occupied orbital energy: -5.5969 eV
* LUMO: 2.83 eV
* E_tot: -60044.8179 eV
* HOMO-LUMO gap: 8.43 eV
* total charge: -1
* ΔE to the lowest compared entry with this formula, charge and spin: 0.151 eV

Okay, here come the Löwdin numbers, in e, for every atom: atom 1 (Cd): 1.316, atom 2 (C): -0.048, atom 3 (C): -0.205, atom 4 (C): -0.222, atom 5 (C): -0.036, atom 6 (C): -0.228, atom 7 (C): -0.048, atom 8 (C): -0.204, atom 9 (C): -0.042, atom 10 (C): -0.174, atom 11 (C): -0.036, atom 12 (C): -0.179, atom 13 (C): -0.052, atom 14 (H): 0.061, atom 15 (H): 0.061, atom 16 (H): 0.090, atom 17 (H): 0.066, atom 18 (H): 0.081, atom 19 (H): 0.067, atom 20 (H): 0.088, atom 21 (H): 0.062, atom 22 (H): 0.058, atom 23 (H): 0.091, atom 24 (H): 0.050, atom 25 (H): 0.077, atom 26 (H): 0.074, atom 27 (H): 0.085, atom 28 (H): 0.054, atom 29 (H): 0.083, atom 30 (H): 0.079, atom 31 (H): 0.053, atom 32 (F): 0.070, atom 33 (B): -0.662, atom 34 (F): 0.074, atom 35 (O): 0.004, atom 36 (C): -0.547, atom 37 (C): -0.097, atom 38 (C): -0.097, atom 39 (C): -0.522, atom 40 (O): 0.021, atom 41 (N): 0.028, atom 42 (H): 0.110, atom 43 (H): 0.115, atom 44 (H): 0.116, atom 45 (H): 0.109, atom 46 (C): -0.104, atom 47 (C): -0.596, atom 48 (C): -0.100, atom 49 (C): -0.098, atom 50 (Si): 0.401, atom 51 (O): -0.464, atom 52 (C): -0.198, atom 53 (C): -0.093, atom 54 (C): -0.096, atom 55 (C): -0.113, atom 56 (C): -0.108, atom 57 (C): -0.098, atom 58 (C): -0.196, atom 59 (C): -0.079, atom 60 (C): -0.094, atom 61 (C): -0.114, atom 62 (C): -0.108, atom 63 (C): -0.099, atom 64 (H): 0.080, atom 65 (H): 0.075, atom 66 (H): 0.060, atom 67 (H): 0.078, atom 68 (H): 0.062, atom 69 (H): 0.053, atom 70 (H): 0.080, atom 71 (H): 0.063, atom 72 (H): 0.081, atom 73 (H): 0.080, atom 74 (H): 0.099, atom 75 (H): 0.089, atom 76 (H): 0.090, atom 77 (H): 0.073, atom 78 (H): 0.085, atom 79 (H): 0.094, atom 80 (H): 0.088, atom 81 (H): 0.090, atom 82 (H): 0.088